Record 1
{
  "formula": "C32H39F5MnN3O3SeSi",
  "method": "ωB97M-V/def2-TZVPD",
  "multiplicity": 6,
  "homo_energy_ev": [-4.26, -4.39],
  "charge": -1,
  "relative_energy_ev": 0.268,
  "lumo_energy_ev": [2.198, 2.197],
  "symbols": ["Mn", "C", "Si", "C", "C", "N", "C", "C", "C", "C", "C", "C", "H", "H", "H", "H", "H", "H", "H", "H", "H", "H", "H", "H", "H", "H", "C", "C", "O", "O", "H", "H", "H", "C", "C", "C", "C", "N", "C", "Se", "N", "C", "C", "C", "C", "C", "C", "C", "C", "C", "C", "H", "H", "H", "H", "H", "H", "H", "H", "H", "H", "H", "H", "H", "H", "H", "H", "H", "H", "H", "H", "H", "H", "F", "C", "C", "F", "C", "F", "C", "O", "C", "F", "C", "F"],
  "positions_angstrom": [[0.1951, -0.1630, -0.1126], [-2.0926, -0.4896, -2.5243], [-2.1275, 1.2822, -1.9466], [-1.6060, 2.2997, -3.4390], [-3.9105, 1.6865, -1.5051], [-1.0628, 1.4580, -0.6086], [-0.8252, 2.6668, 0.0157], [-1.4405, 3.8854, -0.3654], [-1.1768, 5.0823, 0.2870], [-0.2947, 5.1443, 1.3575], [0.3146, 3.9606, 1.7686], [0.0513, 2.7625, 1.1298], [-2.7284, -0.6084, -3.4108], [-2.4364, -1.1881, -1.7567], [-1.0740, -0.7832, -2.8014], [-2.2217, 2.0468, -4.3113], [-0.5651, 2.0483, -3.6734], [-1.6626, 3.3810, -3.2834], [-4.5818, 1.4190, -2.3316], [-4.0666, 2.7447, -1.2699], [-4.2034, 1.1002, -0.6260], [-2.1352, 3.8862, -1.1966], [-1.6742, 5.9864, -0.0499], [-0.0807, 6.0840, 1.8520], [1.0113, 3.9750, 2.6016], [0.5434, 1.8665, 1.4734], [3.8623, 0.1831, -1.8335], [2.4902, 0.0924, -1.2201], [1.5421, -0.3992, -1.8922], [2.3237, 0.4909, -0.0293], [3.7899, 0.1526, -2.9188], [4.4477, -0.6749, -1.4934], [4.3640, 1.0929, -1.5054], [2.9732, 0.6100, 4.7857], [3.2898, -0.8895, 4.7904], [2.2599, -1.7578, 4.0645], [0.9723, -2.0356, 4.8303], [0.1453, -0.8479, 5.0709], [-0.5680, -0.2011, 4.1147], [-0.8276, -0.7955, 2.4048], [-1.1577, 0.8645, 4.7010], [-1.9237, 1.8926, 3.9914], [-3.4189, 1.8419, 4.2858], [-4.1099, 0.5778, 3.7740], [-4.2827, 0.5727, 2.2548], [-0.8840, 0.8649, 6.0629], [-1.2879, 1.7019, 7.0907], [-0.8627, 1.3866, 8.3734], [-0.0482, 0.2774, 8.6146], [0.3752, -0.5444, 7.5787], [-0.0581, -0.2314, 6.3008], [3.8380, 1.1883, 5.1170], [2.1429, 0.8626, 5.4475], [2.7159, 0.9410, 3.7756], [3.4135, -1.2417, 5.8221], [4.2513, -1.0360, 4.2948], [2.6979, -2.7343, 3.8422], [2.0089, -1.3072, 3.1036], [1.1975, -2.4653, 5.8071], [0.3688, -2.7453, 4.2677], [-1.7337, 1.7612, 2.9272], [-1.5114, 2.8577, 4.2891], [-3.8755, 2.7151, 3.8115], [-3.5741, 1.9427, 5.3635], [-5.0910, 0.5033, 4.2493], [-3.5394, -0.3032, 4.0855], [-4.8173, 1.4689, 1.9243], [-4.8524, -0.3017, 1.9325], [-3.3203, 0.5378, 1.7384], [-1.9066, 2.5704, 6.9052], [-1.1756, 2.0104, 9.2023], [0.2611, 0.0513, 9.6282], [1.0213, -1.3927, 7.7667], [2.0316, -6.7651, -1.3802], [1.3965, -5.6112, -1.1071], [0.0983, -5.4086, -1.5177], [-0.5264, -6.3732, -2.2116], [-0.5662, -4.2357, -1.2214], [-1.8361, -4.1076, -1.6339], [0.0254, -3.1839, -0.5059], [-0.6287, -2.1021, -0.2101], [1.3588, -3.4369, -0.1189], [2.0123, -2.4820, 0.5660], [2.0269, -4.6070, -0.3985], [3.2886, -4.7865, 0.0228]]
}

---

Record 2
{
  "formula": "C32H40B12Br6N3O3Zn",
  "method": "ωB97M-V/def2-TZVPD",
  "homo_energy_ev": -10.94,
  "charge": 1,
  "relative_energy_ev": 1.639,
  "lumo_energy_ev": -4.004,
  "symbols": ["Zn", "Br", "B", "B", "C", "B", "B", "B", "B", "B", "Br", "B", "Br", "B", "Br", "B", "Br", "B", "Br", "H", "H", "H", "H", "H", "H", "C", "C", "C", "C", "C", "C", "C", "C", "H", "H", "H", "H", "H", "C", "C", "C", "C", "C", "C", "C", "C", "O", "B", "O", "C", "C", "H", "H", "H", "H", "H", "H", "H", "H", "H", "H", "H", "H", "C", "N", "C", "C", "C", "N", "C", "C", "O", "H", "H", "H", "H", "H", "H", "H", "H", "H", "H", "H", "H", "N", "C", "C", "C", "C", "C", "C", "C", "H", "H", "H", "H", "H"],
  "positions_angstrom": [[1.0412, -0.8421, 0.5632], [2.1354, -3.9977, 1.4035], [2.9778, -3.1529, 2.9710], [4.7073, -2.7941, 3.0687], [4.7670, -1.3123, 3.9159], [3.5585, -1.4970, 2.7640], [3.2532, -0.6090, 4.2633], [4.2218, -1.3968, 5.5238], [5.1142, -2.7428, 4.7828], [3.9577, -3.9601, 4.1973], [4.4115, -5.8526, 4.0678], [3.6517, -3.0797, 5.7564], [3.7911, -3.9556, 7.4906], [2.4815, -1.7287, 5.4306], [1.2052, -1.0397, 6.7321], [2.0954, -1.8167, 3.7105], [0.2749, -1.3733, 2.8930], [2.2986, -3.3560, 4.6231], [0.7662, -4.5325, 4.9258], [5.5179, -3.0528, 2.2554], [5.5945, -0.6548, 3.7020], [3.5782, -0.9589, 1.7076], [3.1055, 0.5593, 4.2560], [4.7445, -0.7417, 6.3483], [6.2167, -2.9688, 5.1238], [0.6650, -1.7527, -1.3747], [1.4643, -2.5584, -1.8584], [2.2998, -3.5819, -2.3271], [1.7308, -4.8620, -2.4552], [2.5022, -5.9025, -2.9277], [3.8396, -5.6884, -3.2416], [4.4104, -4.4276, -3.0987], [3.6444, -3.3692, -2.6573], [0.6948, -5.0110, -2.1814], [2.0693, -6.8868, -3.0418], [4.4448, -6.5125, -3.5948], [5.4550, -4.2803, -3.3352], [4.0739, -2.3832, -2.5379], [-6.6694, 1.7678, -4.0156], [-6.1738, 0.7152, -3.0220], [-6.6187, 1.1357, -1.6122], [-6.8274, -0.6302, -3.3791], [-4.6556, 0.5520, -3.0558], [-3.8561, 1.2139, -3.9874], [-2.4721, 1.0501, -4.0456], [-1.9103, 0.1962, -3.1298], [-0.5833, -0.1530, -2.9502], [-0.6026, -1.0279, -1.8801], [-1.8675, -1.2475, -1.3970], [-2.6901, -0.4723, -2.1935], [-4.0529, -0.3179, -2.1378], [-7.7512, 1.8661, -3.9235], [-6.4515, 1.4803, -5.0452], [-6.2286, 2.7468, -3.8172], [-7.6914, 1.3337, -1.6075], [-6.1034, 2.0453, -1.2967], [-6.4248, 0.3536, -0.8774], [-7.9124, -0.5425, -3.3024], [-6.5013, -1.4247, -2.7071], [-6.5743, -0.9209, -4.3998], [-4.3070, 1.8838, -4.7047], [-1.8747, 1.5534, -4.7945], [-4.6328, -0.8627, -1.4048], [-2.4341, 1.9655, -0.4219], [-1.2260, 2.3879, -1.1178], [-1.3845, 3.5323, -2.0038], [-0.0544, 4.2290, -2.1903], [0.9560, 3.1994, -2.6483], [1.0045, 2.0768, -1.7130], [2.2244, 1.2949, -1.8041], [-0.0840, 1.6788, -1.0164], [-0.0899, 0.6654, -0.2540], [-2.7574, 2.7486, 0.2673], [-2.2392, 1.0578, 0.1373], [-3.2320, 1.7765, -1.1440], [-2.1101, 4.2059, -1.5475], [-1.7894, 3.2038, -2.9670], [0.2708, 4.6620, -1.2421], [-0.1383, 5.0241, -2.9289], [1.9518, 3.6403, -2.6876], [0.7110, 2.8336, -3.6514], [3.0770, 1.9720, -1.7978], [2.2405, 0.7028, -2.7228], [2.3335, 0.6284, -0.9596], [1.9146, 1.0259, 1.5611], [1.3925, 1.9034, 2.0887], [0.6881, 2.9573, 2.7279], [-0.5700, 2.6658, 3.2671], [-1.3056, 3.6799, 3.8517], [-0.7958, 4.9710, 3.9006], [0.4601, 5.2538, 3.3777], [1.2086, 4.2511, 2.7902], [-0.9494, 1.6537, 3.2305], [-2.2739, 3.4604, 4.2806], [-1.3794, 5.7617, 4.3528], [0.8590, 6.2569, 3.4399], [2.1924, 4.4527, 2.3875]]
}

---

Number 1: F_max 0.62 eV/A, DFT total energy -5974.27806 hartree. Number 2: F_max 0.60 eV/A, DFT total energy -19155.35956 hartree.